Record 1
DFT (ωB97M-V/def2-TZVPD) results for one molecule with the formula C3H4BrNS in a non-equilibrium geometry.

```
! RIJCOSX wB97M-V def2-TZVPD def2/J DEFGRID3
* xyz 0 1
C 0.07 0.49 -1.60
C 0.84 -1.05 1.31
N -0.93 0.85 -0.91
C -1.30 0.48 0.28
H -2.02 1.21 0.71
H 1.13 -2.06 1.27
S -0.90 -0.81 1.33
H 0.04 0.75 -2.59
H 0.93 -0.09 -1.26
Br 2.14 0.24 1.45
*
```

The HOMO energy (alpha / beta) is -7.841 / -8.095 eV. The orbital gap (alpha / beta) is 7.214 / 7.292 eV.

---

Record 2
DFT (ωB97M-V/def2-TZVPD) results for one molecule with the formula C3H4BrNS2 in a non-equilibrium geometry.

```
! RIJCOSX wB97M-V def2-TZVPD def2/J DEFGRID3
* xyz 0 3
S -1.23 -1.12 0.20
Br 3.01 0.25 -0.13
S -1.94 1.89 -0.42
H -1.58 1.31 -1.56
C 0.59 -1.33 -0.18
N 0.55 1.00 0.51
H 1.18 -2.17 0.45
H -1.43 1.01 1.56
C -0.98 0.67 0.59
H 0.61 -1.54 -1.23
C 1.21 0.02 0.20
*
```

The HOMO energy (alpha / beta) is -4.033 / -9.402 eV. The expectation value of S² is 2.009. The orbital gap (alpha / beta) is 4.244 / 5.628 eV.

---

Record 3
DFT (ωB97M-V/def2-TZVPD) results for a 3-piece molecular cluster, C3H4Cl2F2NOS overall in a non-equilibrium geometry.

```
! RIJCOSX wB97M-V def2-TZVPD def2/J DEFGRID3
* xyz 1 1
Cl -2.86 -1.83 1.20
F -0.61 2.97 3.11
C -0.82 2.24 2.04
S 1.78 -1.14 0.98
C -2.25 -1.47 -0.35
H 3.17 0.02 -1.62
C 2.15 -0.36 -1.55
O -0.98 1.08 1.91
N 1.44 -0.84 -0.44
H 2.12 -1.05 -2.39
Cl -2.10 -2.64 -1.48
H -1.74 -0.49 -0.49
F -0.76 3.08 1.00
H 1.47 0.43 -1.93
*
```

The HOMO energy (alpha / beta) is -11.177 / -11.248 eV. The orbital gap (alpha / beta) is 3.579 / 3.728 eV.

---

Record 4
DFT (ωB97M-V/def2-TZVPD) results for a 2-piece molecular cluster, C3H4Cl2N2S overall in a non-equilibrium geometry.

```
! RIJCOSX wB97M-V def2-TZVPD def2/J DEFGRID3
* xyz 0 1
C -0.90 0.81 -0.40
Cl -3.60 -0.12 -0.33
C 0.55 0.88 -0.03
H -1.59 2.11 -0.41
H 2.35 1.63 0.45
N 1.20 -0.49 0.39
H 2.43 -0.35 0.32
H 0.33 -2.60 -0.11
N 1.26 1.95 0.32
S 1.13 -1.79 -0.75
C -1.82 -0.27 -0.16
Cl -1.34 -1.75 0.73
*
```

The HOMO energy is -9.206 eV. The orbital gap is 8.352 eV.

---

Record 5
DFT (ωB97M-V/def2-TZVPD) results for one molecule with the formula C3H4ClF in a non-equilibrium geometry.

```
! RIJCOSX wB97M-V def2-TZVPD def2/J DEFGRID3
* xyz 0 1
Cl -2.39 -0.40 0.23
C -0.23 1.17 -0.47
C -1.73 1.12 -0.45
H -0.01 1.14 -2.44
H -2.13 1.78 0.32
H -1.98 1.34 -1.51
H 1.63 1.06 -1.44
F 0.29 1.19 0.79
C 0.54 1.01 -1.61
*
```

Its SMILES is C=C(F)CCl. The HOMO energy is -10.007 eV. The orbital gap is 10.850 eV.

---

Record 6
DFT (ωB97M-V/def2-TZVPD) results for one molecule with the formula C3H4ClF in a non-equilibrium geometry.

```
! RIJCOSX wB97M-V def2-TZVPD def2/J DEFGRID3
* xyz 0 1
C -1.15 0.16 -0.46
F 2.13 -0.57 -0.50
H -1.06 1.14 -0.81
Cl -2.89 -0.34 -0.15
H 1.28 0.28 1.31
C 1.12 0.17 0.21
C -0.12 -0.53 0.06
H 0.99 1.20 -0.10
H -0.30 -1.53 0.44
*
```

Its SMILES is FC/C=C/Cl. The HOMO energy is -10.058 eV. The orbital gap is 10.836 eV.

---

Record 7
DFT (ωB97M-V/def2-TZVPD) results for one molecule with the formula C3H4ClFN2 in a non-equilibrium geometry.

```
! RIJCOSX wB97M-V def2-TZVPD def2/J DEFGRID3
* xyz 0 1
Cl -3.43 0.19 -0.06
C -0.77 0.74 -0.05
H 0.68 -1.49 0.85
N 1.65 1.18 -0.05
N 0.93 -1.09 -0.09
C 0.67 0.36 -0.10
H 1.95 -1.32 -0.21
F -0.93 2.06 0.02
H 2.55 0.71 -0.18
C -1.76 -0.13 -0.03
H -1.53 -1.21 -0.10
*
```

Its SMILES is [H]/N=C(N)/C(F)=C/Cl. The HOMO energy is -9.670 eV. The orbital gap is 10.062 eV.

---

Record 8
DFT (ωB97M-V/def2-TZVPD) results for one molecule with the formula C3H4ClFO in a non-equilibrium geometry.

```
! RIJCOSX wB97M-V def2-TZVPD def2/J DEFGRID3
* xyz 0 1
C 0.14 0.06 1.16
H -0.48 -1.35 -0.86
C -0.41 0.51 -0.29
Cl -0.01 2.11 -0.94
H -0.57 -0.70 1.70
F -1.68 0.18 -0.47
H 0.25 1.02 2.00
O 1.26 -0.70 0.45
C 0.44 -0.56 -0.79
H 1.08 -0.57 -1.97
*
```

Its SMILES is FC1(Cl)COC1. The HOMO energy is -10.421 eV. The orbital gap is 11.243 eV.

---

Record 9
DFT (ωB97M-V/def2-TZVPD) results for one molecule with the formula C3H4ClFO in a non-equilibrium geometry.

```
! RIJCOSX wB97M-V def2-TZVPD def2/J DEFGRID3
* xyz 0 1
C 0.02 0.61 0.12
H 0.84 -1.23 -1.46
F -2.10 1.37 0.96
H 0.11 -2.54 -0.34
H 0.92 0.72 -0.32
H 1.38 -1.41 0.40
C -0.84 1.54 0.52
Cl -0.37 3.15 0.55
O -0.50 -0.67 -0.03
C 0.52 -1.55 -0.40
*
```

Its SMILES is CO/C=C(\F)Cl. The HOMO energy is -8.841 eV. The orbital gap is 9.686 eV.

---

Record 10
DFT (ωB97M-V/def2-TZVPD) results for one molecule with the formula C3H4ClFO2 in a non-equilibrium geometry.

```
! RIJCOSX wB97M-V def2-TZVPD def2/J DEFGRID3
* xyz 0 1
H -0.61 -1.65 0.08
O -0.33 1.55 0.32
Cl 2.46 -0.66 0.82
H -0.17 -0.65 1.39
F 1.24 -0.63 -1.51
H -2.06 0.62 0.45
C -1.10 0.46 -0.16
O 0.90 1.53 -0.26
C 1.12 -0.43 -0.18
C -0.23 -0.69 0.31
H -1.22 0.56 -1.28
*
```

The HOMO energy is -8.965 eV. The orbital gap is 9.383 eV.

---

Record 11
DFT (ωB97M-V/def2-TZVPD) results for a 2-piece molecular cluster, C3H4ClI overall in a non-equilibrium geometry.

```
! RIJCOSX wB97M-V def2-TZVPD def2/J DEFGRID3
* xyz 0 1
C -1.25 0.59 -1.06
C -0.69 -0.13 0.16
H -1.77 0.40 -1.93
Cl 0.20 2.76 -0.07
H -1.37 -0.33 0.97
I 4.95 -0.09 0.08
H 5.57 -0.18 1.52
C -0.47 1.25 -0.29
H 0.21 -0.83 -0.05
*
```

Its SMILES is ClC1=CC1.I. The HOMO energy is -9.307 eV. The orbital gap is 9.970 eV.

---

Record 12
DFT (ωB97M-V/def2-TZVPD) results for C3H4ClIN2 as an isolated structure in a non-equilibrium geometry.

```
! RIJCOSX wB97M-V def2-TZVPD def2/J DEFGRID3
* xyz 0 1
H -1.78 1.04 0.46
N 0.27 1.12 -1.22
I -1.09 -2.20 0.55
H 1.46 -1.41 -0.22
Cl 1.36 0.24 2.34
H -2.26 1.00 1.13
C 0.86 0.34 0.63
H -0.33 -0.61 -2.16
N 0.78 1.48 0.00
C 0.52 -0.85 -0.15
C 0.21 -0.14 -1.36
*
```

The HOMO energy is -10.168 eV. The orbital gap is 8.731 eV.

---

Record 13
DFT (ωB97M-V/def2-TZVPD) results for a 2-piece molecular cluster, C3H4ClN overall in a non-equilibrium geometry.

```
! RIJCOSX wB97M-V def2-TZVPD def2/J DEFGRID3
* xyz 0 1
H -1.46 2.49 0.54
N -0.26 1.42 -0.47
C -0.52 2.03 0.57
C 1.95 -0.44 0.63
C 1.80 0.54 -0.24
H 0.13 2.10 1.35
H 3.00 -0.95 0.53
Cl 2.86 1.27 -1.25
H 1.09 -0.87 1.25
*
```

The HOMO energy (alpha / beta) is -9.118 / -8.736 eV. The orbital gap (alpha / beta) is 9.094 / 8.834 eV.

---

Record 14
DFT (ωB97M-V/def2-TZVPD) results for a 2-piece molecular cluster, C3H4ClN overall in a non-equilibrium geometry.

```
! RIJCOSX wB97M-V def2-TZVPD def2/J DEFGRID3
* xyz 0 1
H -0.63 1.27 1.24
Cl 2.41 -0.06 -0.03
H 0.58 -1.10 1.29
C -0.75 0.85 0.33
C 0.95 -0.84 0.27
N -2.58 -0.89 -0.11
H -0.14 1.33 -0.53
C -1.82 -0.07 0.08
H 0.35 -1.23 -0.56
*
```

The HOMO energy (alpha / beta) is -9.051 / -8.844 eV. The orbital gap (alpha / beta) is 8.532 / 8.021 eV.

---

Record 15
DFT (ωB97M-V/def2-TZVPD) results for a 2-piece molecular cluster, C3H4ClN3 overall in a non-equilibrium geometry.

```
! RIJCOSX wB97M-V def2-TZVPD def2/J DEFGRID3
* xyz 0 1
C 1.51 0.87 0.07
N -2.10 0.92 -0.25
N 0.97 1.79 0.51
Cl 3.91 -0.46 0.22
C -2.55 -0.14 0.18
C 2.23 -0.28 -0.41
H 2.32 -0.21 -1.58
H 1.70 -1.10 -0.10
N -2.97 -1.22 0.43
H -1.25 1.38 -0.09
H -3.78 -1.55 1.01
*
```

Its SMILES is N#CCCl.N=C=N. The HOMO energy is -9.880 eV. The orbital gap is 10.252 eV.

---

Record 16
DFT (ωB97M-V/def2-TZVPD) results for one molecule with the formula C3H4ClN3O2 in a non-equilibrium geometry.

```
! RIJCOSX wB97M-V def2-TZVPD def2/J DEFGRID3
* xyz 0 1
O -3.50 1.24 0.78
N 0.35 -0.54 -0.41
C 0.65 0.53 0.53
H 1.14 -1.02 -0.85
N -0.48 0.97 1.20
C -0.93 -0.69 -0.78
H 1.35 0.11 1.21
Cl 1.29 1.98 -0.63
N -3.24 0.39 -0.05
H -0.90 -1.17 -1.73
H -0.48 2.03 1.31
C -1.93 -0.02 -0.16
O -4.07 -0.12 -0.80
*
```

The HOMO energy (alpha / beta) is -9.463 / -9.464 eV. The orbital gap (alpha / beta) is 8.410 / 8.412 eV.

---

Record 17
DFT (ωB97M-V/def2-TZVPD) results for a 2-piece molecular cluster, C3H4ClNO2 overall in a non-equilibrium geometry.

```
! RIJCOSX wB97M-V def2-TZVPD def2/J DEFGRID3
* xyz 0 1
H 1.00 1.75 1.39
H 1.37 -2.83 -1.94
N 0.93 -2.02 -1.45
H -1.96 0.43 1.49
Cl -1.68 -2.27 -1.01
O -0.59 1.26 2.56
C -0.65 0.73 0.29
C -0.22 -1.63 -1.33
C -0.05 1.22 1.48
O -1.79 0.08 0.53
H -0.11 0.43 -0.62
*
```

The HOMO energy (alpha / beta) is -6.988 / -6.310 eV. The orbital gap (alpha / beta) is 4.934 / 3.664 eV.

---

Record 18
DFT (ωB97M-V/def2-TZVPD) results for a 2-piece molecular cluster, C3H4ClNO2S overall in a non-equilibrium geometry.

```
! RIJCOSX wB97M-V def2-TZVPD def2/J DEFGRID3
* xyz 0 1
H 0.44 1.70 -1.49
Cl -1.77 1.69 -1.73
H 1.03 -1.65 1.89
O 0.03 2.39 1.01
S -0.06 -0.63 -2.11
N -0.24 0.07 1.31
C -0.01 -1.29 1.38
H -0.68 -1.89 1.88
C -0.01 1.23 1.16
O 1.32 -0.94 -2.08
H 0.17 -1.64 0.46
C -0.22 0.94 -1.69
*
```

The HOMO energy is -9.417 eV. The orbital gap is 8.822 eV.

---

Record 19
DFT (ωB97M-V/def2-TZVPD) results for a 2-piece molecular cluster, C3H4ClNS overall in a non-equilibrium geometry.

```
! RIJCOSX wB97M-V def2-TZVPD def2/J DEFGRID3
* xyz 0 1
H 1.04 -2.02 -2.97
H -0.76 -1.56 -2.15
C 2.07 0.57 -0.16
S 1.19 1.51 0.74
Cl -0.76 -1.54 0.18
H -0.66 0.07 -1.53
C 1.12 -0.86 -1.58
N 1.68 -1.55 -2.41
H 3.19 0.28 0.00
C -0.33 -0.89 -1.41
*
```

The HOMO energy is -8.338 eV. The orbital gap is 7.787 eV.

---

Record 20
DFT (ωB97M-V/def2-TZVPD) results for one molecule with the formula C3H4ClNS in a non-equilibrium geometry.

```
! RIJCOSX wB97M-V def2-TZVPD def2/J DEFGRID3
* xyz 0 1
S -2.03 -0.84 0.00
C 0.67 0.20 0.54
H 1.38 1.71 -0.82
C -0.80 0.23 0.03
H 0.77 0.16 1.61
H 1.03 2.24 0.90
C 0.76 1.59 0.04
Cl 1.83 -0.94 -0.17
N -0.63 1.55 -0.29
H -1.22 2.30 -0.58
*
```

Its SMILES is S=C1NC[C@@H]1Cl. The HOMO energy is -8.682 eV. The orbital gap is 9.134 eV.